Record 1
This record from OMol25 describes C5H6O2 in the gas phase at a distorted geometry. The level of theory is ωB97M-V with the def2-TZVPD basis set.

SMILES string   CO/C=C\C=C=O
LUMO level   0.9 eV
Energy relative to the best compared isomer or geometry (same formula, charge and spin)   1.885 eV
Kohn-Sham gap   8.9 eV
Multiplicity   1

Element x y z (Å)
C (-1.779, -0.911, -0.279)
O (-0.618, -0.610, 0.476)
C (-0.426, 0.733, 0.650)
C (0.755, 1.280, 0.366)
C (1.888, 0.536, -0.181)
C (1.938, -0.783, -0.290)
O (2.077, -1.935, -0.409)
H (-1.947, -1.986, -0.202)
H (-2.652, -0.375, 0.120)
H (-1.640, -0.631, -1.331)
H (-1.271, 1.287, 1.059)
H (0.904, 2.337, 0.559)
H (2.771, 1.056, -0.538)

---

Record 2
This record from OMol25 describes a molecular structure, C7H12Cl6F3NaO3S at a distorted geometry. The level of theory is ωB97M-V with the def2-TZVPD basis set.

Net charge   +1
LUMO level (alpha / beta)   -2.8 / -8.5 eV
Energy relative to the best compared isomer or geometry (same formula, charge and spin)   0.492 eV
Kohn-Sham gap (alpha / beta)   10.8 / 5.0 eV
⟨S²⟩   0.767
Multiplicity   2

Element x y z (Å)
Na (-0.245, 0.365, -0.750)
C (2.102, 3.876, 0.540)
F (3.078, 3.129, 0.881)
F (2.435, 5.121, 0.939)
F (2.050, 3.824, -0.811)
S (0.375, 3.400, 1.314)
O (-0.563, 4.526, 1.031)
O (0.049, 2.083, 0.699)
O (0.650, 3.232, 2.736)
Cl (-2.785, 0.061, -0.482)
C (-4.517, 0.171, -0.970)
C (-5.463, -0.716, -0.177)
Cl (-6.171, 0.035, 1.332)
H (-4.703, -0.104, -2.008)
H (-4.834, 1.212, -0.901)
H (-4.916, -1.613, 0.112)
H (-6.208, -1.025, -0.911)
Cl (0.639, -2.136, 0.096)
C (-0.603, -2.976, 1.147)
C (-0.448, -2.602, 2.613)
Cl (-0.756, -0.876, 2.972)
H (-0.375, -4.029, 0.986)
H (-1.570, -2.686, 0.736)
H (0.523, -2.798, 3.067)
H (-1.154, -3.246, 3.137)
Cl (3.437, -2.749, -2.595)
C (4.496, -1.314, -2.696)
C (4.134, -0.249, -1.642)
Cl (2.468, 0.374, -1.791)
H (4.419, -0.871, -3.689)
H (5.555, -1.490, -2.503)
H (4.656, 0.697, -1.787)
H (4.246, -0.627, -0.626)

---

Record 3
This record from OMol25 describes a molecular structure, C22H62AsF6O9. The level of theory is ωB97M-V with the def2-TZVPD basis set.

Net charge   -1
LUMO level   2.5 eV
Energy relative to the best compared isomer or geometry (same formula, charge and spin)   0.000 eV
Kohn-Sham gap   10.1 eV
Multiplicity   1

Element x y z (Å)
As (-15.019, -16.171, 4.247)
F (-15.789, -17.337, 5.287)
F (-13.762, -16.003, 5.446)
F (-14.239, -15.038, 3.222)
F (-16.301, -16.411, 3.098)
F (-15.949, -14.930, 4.992)
F (-14.091, -17.429, 3.525)
C (-19.176, -16.216, 6.474)
C (-19.056, -17.120, 5.260)
O (-18.412, -18.364, 5.582)
H (-19.868, -16.601, 7.221)
H (-19.517, -15.230, 6.141)
H (-18.195, -16.058, 6.926)
H (-18.452, -16.627, 4.496)
H (-20.036, -17.396, 4.875)
H (-17.480, -18.174, 5.736)
C (-11.875, -18.241, 1.428)
C (-10.830, -19.176, 0.856)
O (-9.677, -18.475, 0.409)
H (-12.018, -17.372, 0.784)
H (-11.529, -17.872, 2.394)
H (-12.836, -18.734, 1.577)
H (-11.195, -19.772, 0.016)
H (-10.550, -19.906, 1.628)
H (-9.074, -18.361, 1.149)
C (-10.515, -15.281, 3.750)
C (-9.741, -16.208, 4.655)
O (-9.729, -17.555, 4.180)
H (-10.415, -14.254, 4.118)
H (-11.584, -15.508, 3.786)
H (-10.193, -15.329, 2.710)
H (-10.173, -16.159, 5.661)
H (-8.694, -15.911, 4.745)
H (-10.555, -17.964, 4.474)
C (-15.831, -12.913, 7.564)
C (-17.298, -12.773, 7.304)
O (-17.979, -12.644, 8.561)
H (-15.289, -12.967, 6.618)
H (-15.599, -13.832, 8.106)
H (-15.449, -12.068, 8.136)
H (-17.671, -13.613, 6.711)
H (-17.483, -11.868, 6.709)
H (-18.893, -12.413, 8.378)
C (-16.069, -17.334, -0.487)
C (-17.509, -16.929, -0.175)
O (-17.569, -15.811, 0.682)
H (-15.534, -16.469, -0.875)
H (-16.040, -18.184, -1.171)
H (-15.576, -17.662, 0.433)
H (-18.039, -17.781, 0.273)
H (-18.022, -16.692, -1.109)
H (-17.144, -16.077, 1.507)
C (-15.945, -12.689, 1.833)
C (-16.450, -11.275, 1.711)
C (-15.339, -10.256, 1.846)
O (-17.079, -11.167, 0.420)
H (-16.689, -13.439, 1.577)
H (-15.561, -12.884, 2.835)
H (-15.092, -12.806, 1.159)
H (-17.200, -11.056, 2.484)
H (-14.889, -10.319, 2.839)
H (-15.725, -9.236, 1.730)
H (-14.569, -10.383, 1.084)
H (-17.305, -10.243, 0.284)
C (-16.997, -19.665, 2.831)
C (-17.919, -20.795, 3.271)
C (-17.291, -21.561, 4.426)
O (-19.201, -20.304, 3.651)
H (-17.546, -18.872, 2.319)
H (-16.263, -20.003, 2.093)
H (-16.492, -19.214, 3.684)
H (-18.098, -21.486, 2.445)
H (-17.188, -20.907, 5.294)
H (-16.309, -21.961, 4.159)
H (-17.917, -22.411, 4.710)
H (-19.068, -19.758, 4.443)
C (-11.644, -16.320, 8.601)
C (-12.461, -15.062, 8.368)
C (-12.328, -14.036, 9.470)
O (-12.094, -14.427, 7.144)
H (-11.742, -16.660, 9.635)
H (-10.588, -16.132, 8.402)
H (-12.001, -17.118, 7.948)
H (-13.523, -15.337, 8.305)
H (-12.967, -13.173, 9.284)
H (-11.297, -13.677, 9.548)
H (-12.605, -14.459, 10.438)
H (-12.555, -14.901, 6.444)
C (-11.485, -20.841, 6.206)
C (-12.603, -19.958, 5.634)
C (-13.788, -19.824, 6.563)
O (-12.033, -18.680, 5.342)
H (-11.423, -20.705, 7.289)
H (-10.521, -20.534, 5.804)
H (-11.701, -21.880, 5.966)
H (-12.916, -20.427, 4.692)
H (-13.463, -19.596, 7.582)
H (-14.362, -20.753, 6.591)
H (-14.451, -19.021, 6.237)
H (-12.748, -18.035, 5.299)

---

Record 4
This record from OMol25 describes C17H24N2O5 in the gas phase at a distorted geometry. The level of theory is ωB97M-V with the def2-TZVPD basis set.

SMILES string   CCOC(=O)C[C@@H]1C(=O)NCCN1Cc1ccc(OC)c(OC)c1
LUMO level   0.4 eV
Energy relative to the best compared isomer or geometry (same formula, charge and spin)   19.402 eV
Kohn-Sham gap   7.7 eV
Multiplicity   1

Element x y z (Å)
C (2.705, -1.038, 3.651)
C (3.273, -2.135, 2.831)
O (2.726, -2.466, 1.731)
C (2.831, -1.963, 0.687)
O (3.666, -1.183, 0.684)
C (1.982, -2.396, -0.646)
C (0.441, -2.544, -0.162)
C (-0.093, -3.583, -0.980)
O (0.498, -4.697, -1.287)
N (-1.415, -3.568, -1.483)
C (-2.077, -2.287, -1.503)
C (-1.685, -1.727, -0.266)
N (-0.425, -1.494, -0.348)
C (-0.011, -0.572, 0.843)
C (-0.640, 0.880, 0.505)
C (-1.324, 1.583, 1.393)
C (-1.693, 2.934, 1.392)
C (-1.733, 3.511, -0.024)
O (-2.352, 4.625, -0.192)
C (-2.021, 5.500, -1.259)
C (-0.922, 2.736, -1.288)
O (-1.071, 3.286, -2.368)
C (-0.054, 2.751, -3.368)
C (-0.548, 1.419, -0.612)
H (1.732, -1.071, 3.906)
H (3.382, -0.778, 4.581)
H (2.829, -0.013, 3.072)
H (4.254, -1.975, 2.409)
H (3.318, -3.102, 3.474)
H (2.356, -3.400, -0.964)
H (2.045, -1.782, -1.443)
H (0.467, -3.043, 0.955)
H (-1.764, -4.145, -2.384)
H (-3.330, -2.664, -1.321)
H (-1.956, -1.648, -2.327)
H (-2.097, -0.544, -0.002)
H (-2.082, -2.274, 0.683)
H (-0.281, -0.955, 1.938)
H (1.230, -0.355, 0.771)
H (-1.364, 1.102, 2.635)
H (-2.381, 3.418, 2.096)
H (-2.708, 6.422, -0.961)
H (-2.474, 5.104, -2.022)
H (-1.031, 5.706, -1.315)
H (0.690, 2.506, -2.769)
H (-0.614, 1.684, -3.517)
H (-0.295, 3.177, -4.111)
H (0.012, 1.056, -1.314)

---

Record 5
This record from OMol25 describes 2 unconnected molecules or ions with the total composition C2H2ClOP at a distorted geometry. The level of theory is ωB97M-V with the def2-TZVPD basis set.

LUMO level (alpha / beta)   -0.7 / -0.7 eV
Energy relative to the best compared isomer or geometry (same formula, charge and spin)   1.736 eV
Kohn-Sham gap (alpha / beta)   6.4 / 6.5 eV
Multiplicity   1

Element x y z (Å)
C (1.065, -0.972, -0.383)
C (0.640, 0.056, 0.327)
O (1.201, -1.931, -0.947)
P (-1.189, 1.091, -1.002)
Cl (-2.564, 0.830, 0.424)
H (-0.060, -0.168, 1.205)
H (0.906, 1.095, 0.375)